Record 1
69
Properties=species:S:1:pos:R:3:nbo_charge:R:1 method="wB97M-V/def2-TZVPD" total_charge=+1 lumo_ev=-5.45 fmax_ha_per_bohr=0.04563 homo_lumo_gap_ev=5.69 multiplicity=1 energy_ha=-2200.2105 relative_energy_kj_mol=0.00
C -0.92 -2.17 -0.43 -0.0112
C -0.42 -1.08 -0.55 -0.1521
C 0.03 0.28 -0.68 0.2282
C -0.07 0.89 -1.93 -0.3065
B -0.60 0.07 -3.20 1.1749
O -1.93 0.10 -3.55 -0.8857
O 0.33 -0.60 -3.97 -0.9003
C 0.36 2.23 -1.98 0.1547
C 0.30 3.05 -3.21 -0.4743
C -0.97 3.97 -3.20 -0.3743
C -2.31 3.25 -3.16 -0.4176
C -3.48 4.22 -2.80 -0.3849
C -4.25 3.67 -1.58 -0.3882
C -5.01 2.37 -1.91 -0.4439
C -6.39 2.30 -1.21 -0.0488
O -7.36 1.69 -2.05 -0.5382
C -7.31 0.27 -2.01 -0.2537
C 0.87 2.73 -0.74 0.1612
Cl 1.46 4.37 -0.72 0.0972
N 0.95 2.13 0.40 -0.1356
N 0.50 0.88 0.42 -0.1588
C 0.55 0.19 1.73 1.1072
F 1.32 -0.87 1.64 -0.2740
F -0.67 -0.13 2.12 -0.2699
F 1.07 1.03 2.61 -0.2651
H -1.50 -3.07 -0.36 0.2702
H -2.25 -0.81 -3.62 0.5125
H 0.18 -1.55 -3.97 0.5175
H 0.34 2.44 -4.11 0.2439
H 1.14 3.75 -3.20 0.2637
H -0.93 4.59 -4.09 0.2353
H -0.93 4.66 -2.35 0.2103
H -2.54 2.81 -4.13 0.2222
H -2.30 2.47 -2.40 0.1864
H -3.07 5.20 -2.56 0.2037
H -4.19 4.27 -3.62 0.2142
H -3.50 3.42 -0.82 0.1807
H -4.93 4.41 -1.17 0.2149
H -5.19 2.26 -2.98 0.2162
H -4.45 1.49 -1.58 0.1907
H -6.77 3.30 -1.00 0.1858
H -6.31 1.77 -0.25 0.1632
H -8.22 -0.11 -1.53 0.1870
H -6.44 -0.10 -1.46 0.1580
H -7.26 -0.14 -3.02 0.1829
C 2.30 -2.79 3.84 -0.7313
C 1.88 -4.15 4.34 0.6740
O 1.38 -4.98 3.59 -0.6399
N 2.06 -4.43 5.65 -0.6069
C 2.64 -3.57 6.68 -0.4119
H 2.09 -2.74 2.78 0.2202
H 1.74 -2.01 4.35 0.2185
H 3.37 -2.65 4.00 0.2506
H 1.76 -5.35 5.92 0.4048
H 3.51 -4.05 7.11 0.2079
H 1.90 -3.41 7.47 0.1991
H 2.93 -2.61 6.27 0.2117
C 7.66 -3.18 1.91 -0.7228
C 6.34 -2.68 2.44 0.6818
O 6.14 -2.51 3.63 -0.6300
N 5.35 -2.43 1.54 -0.6210
C 5.38 -2.57 0.10 -0.4103
H 8.33 -3.34 2.75 0.2520
H 7.53 -4.13 1.39 0.2300
H 8.10 -2.45 1.24 0.2276
H 4.50 -2.10 1.98 0.3923
H 5.18 -1.60 -0.37 0.1874
H 4.61 -3.28 -0.22 0.1963
H 6.35 -2.93 -0.24 0.2201

***

Record 2
67
Properties=species:S:1:pos:R:3:nbo_charge:R:1 method="wB97M-V/def2-TZVPD" total_charge=+1 lumo_ev=-2.63 fmax_ha_per_bohr=0.00247 homo_lumo_gap_ev=7.76 multiplicity=1 energy_ha=-6000.1548
Bi 0.80 -1.39 -0.45 1.2585
C 1.61 5.10 -0.36 -0.6337
C 2.37 3.82 -0.60 -0.0464
C 3.64 3.61 -0.09 -0.1490
C 4.29 2.42 -0.33 -0.2495
C 3.62 1.47 -1.08 0.1603
Br 4.49 -0.19 -1.42 0.0345
N 2.42 1.63 -1.58 -0.4509
C 1.82 2.79 -1.35 0.0362
H 2.26 5.89 0.00 0.2310
H 0.83 4.95 0.40 0.2169
H 1.12 5.45 -1.27 0.2253
H 4.13 4.38 0.50 0.2262
H 5.28 2.22 0.05 0.2407
H 0.84 2.92 -1.81 0.1829
C -0.57 -3.75 2.85 -0.5946
C -0.53 -3.89 1.31 -0.1546
C 0.62 -4.81 0.92 -0.6080
C -1.86 -4.50 0.83 -0.5926
C -0.44 -2.52 0.72 -0.6883
H -0.71 -4.73 3.30 0.2183
H -1.40 -3.11 3.16 0.2074
H 0.36 -3.32 3.22 0.2129
H 0.48 -5.79 1.37 0.2149
H 1.58 -4.41 1.25 0.2161
H 0.66 -4.94 -0.17 0.2103
H -2.00 -5.49 1.27 0.2195
H -1.87 -4.60 -0.26 0.2128
H -2.71 -3.87 1.12 0.2060
H -1.27 -1.87 1.03 0.2039
N 4.17 -4.28 -1.73 -0.7656
C 3.09 -3.50 -1.77 0.6801
O 2.54 -3.13 -0.73 -0.6837
C 2.58 -3.10 -3.13 -0.6343
I 0.79 -4.17 -3.53 0.1669
H 4.51 -4.60 -0.83 0.4227
H 4.60 -4.63 -2.57 0.4125
H 3.28 -3.32 -3.93 0.2441
H 2.34 -2.04 -3.13 0.2628
C -2.48 5.12 -0.34 -0.6006
C -2.18 3.88 -1.17 -0.4145
C -1.80 2.71 -0.27 -0.5937
S -1.36 1.23 -1.18 1.2491
O -0.90 0.27 -0.09 -1.0322
C -2.99 0.62 -1.73 -0.5894
C -3.66 -0.35 -0.77 -0.4111
C -4.10 0.25 0.56 -0.6195
H -2.75 5.96 -0.98 0.2287
H -1.62 5.42 0.25 0.2073
H -3.31 4.95 0.35 0.2126
H -1.37 4.08 -1.87 0.2107
H -3.06 3.62 -1.77 0.2078
H -2.57 2.46 0.45 0.2427
H -0.87 2.93 0.28 0.2452
H -2.80 0.13 -2.69 0.2449
H -3.59 1.51 -1.92 0.2342
H -2.99 -1.19 -0.60 0.2232
H -4.53 -0.75 -1.30 0.2269
H -3.25 0.47 1.20 0.2094
H -4.74 -0.45 1.10 0.2293
H -4.67 1.17 0.42 0.2047
Cl -1.19 0.26 3.40 0.0770
C 0.44 0.82 3.81 -0.2164
Cl 0.35 2.34 4.70 0.0898
Cl 1.28 -0.41 4.76 0.0955
C 1.18 1.04 2.57 0.2372
N 1.77 1.23 1.60 -0.2715

***

Record 3
66
Properties=species:S:1:pos:R:3:nbo_charge:R:1 method="wB97M-V/def2-TZVPD" total_charge=+3 lumo_ev="-11.17 / -11.17" fmax_ha_per_bohr=0.02939 homo_lumo_gap_ev="3.42 / 3.42" multiplicity=1 energy_ha=-6716.4178 relative_energy_kj_mol=255.26
Pt 0.88 0.84 1.10 0.8180
N -0.84 1.19 3.58 -0.7720
C -2.29 0.97 3.33 -0.0556
C -2.77 1.89 2.23 -0.4427
C -2.29 1.52 0.82 -0.0604
N -0.88 1.92 0.59 -0.8199
C -2.50 0.04 0.51 -0.4415
C -2.05 -0.92 1.62 -0.0698
N -0.59 -1.10 1.59 -0.8154
C -2.54 -0.49 3.00 -0.4398
H -0.56 2.22 3.48 0.4813
H -0.28 0.74 2.81 0.4084
H -0.55 0.82 4.48 0.4379
H -2.82 1.23 4.25 0.2559
H -2.48 2.92 2.45 0.2382
H -3.86 1.86 2.23 0.2720
H -2.92 2.09 0.12 0.2461
H -0.74 2.83 1.04 0.4338
H -0.74 2.04 -0.41 0.4315
H -1.97 -0.21 -0.41 0.2494
H -3.57 -0.12 0.33 0.2574
H -2.53 -1.89 1.40 0.2455
H -0.33 -1.64 0.77 0.4307
H -0.30 -1.63 2.41 0.4056
H -2.10 -1.14 3.75 0.2277
H -3.62 -0.66 3.03 0.2717
Br 2.15 -0.47 3.89 0.0988
C 3.32 -0.42 2.41 0.1478
C 4.64 -0.83 2.54 -0.2382
C 5.45 -0.76 1.42 -0.0798
C 4.91 -0.30 0.23 -0.2159
C 3.58 0.10 0.20 0.0584
N 2.79 0.04 1.27 -0.5394
H 5.01 -1.18 3.49 0.2761
H 6.48 -1.08 1.47 0.2701
H 5.51 -0.24 -0.67 0.2716
H 3.12 0.48 -0.71 0.2419
C 0.99 -3.32 -3.75 -0.4217
N -0.15 -2.52 -4.10 -0.3368
C -0.47 -1.31 -3.62 0.2580
Se 0.40 -0.38 -2.30 -0.3407
N -1.62 -0.89 -4.20 -0.5007
C -2.06 -1.85 -5.07 0.0986
C -3.18 -1.93 -5.89 -0.2100
C -3.31 -3.08 -6.65 -0.1681
C -2.37 -4.12 -6.59 -0.1683
C -1.26 -4.06 -5.77 -0.2408
C -1.11 -2.90 -5.01 0.1750
H 1.68 -2.73 -3.14 0.2399
H 1.51 -3.64 -4.66 0.2406
H 0.68 -4.21 -3.20 0.2263
H -2.03 0.02 -4.05 0.4446
H -3.91 -1.14 -5.93 0.2383
H -4.17 -3.19 -7.29 0.2456
H -2.52 -5.00 -7.20 0.2462
H -0.55 -4.87 -5.72 0.2418
C 2.47 3.46 4.08 -0.7848
S 1.73 3.21 2.44 1.2470
C 2.29 4.73 1.63 -0.7876
O 0.26 3.41 2.69 -1.0333
H 2.02 4.36 4.51 0.2798
H 3.54 3.58 3.98 0.2672
H 2.25 2.61 4.71 0.2529
H 3.36 4.68 1.48 0.2656
H 2.02 5.58 2.25 0.2774
H 1.79 4.80 0.67 0.2626

***

Record 4
71
Properties=species:S:1:pos:R:3:lowdin_charge:R:1 method="wB97M-V/def2-TZVPD" total_charge=0 lumo_ev=-0.06 fmax_ha_per_bohr=0.05568 homo_lumo_gap_ev=6.97 multiplicity=1 energy_ha=-2859.6315
O -1.03 -2.16 -2.93 -0.0097
C 0.02 -2.66 -2.49 -0.1667
C 0.17 -3.63 -1.39 -0.1823
C -0.52 -3.46 -0.16 -0.0221
H -0.85 -2.46 0.14 0.1023
C -0.75 -4.57 0.64 -0.0564
H -1.34 -4.44 1.55 0.1127
C -0.22 -5.82 0.26 -0.0757
H -0.52 -6.72 0.80 0.1075
C 0.74 -5.89 -0.76 -0.0823
H 1.26 -6.84 -0.95 0.1090
C 1.01 -4.76 -1.54 -0.0295
H 1.83 -4.72 -2.25 0.1154
H 0.99 -2.25 -2.85 0.1286
C 3.38 0.01 -1.29 -0.1414
C 2.72 -0.19 0.04 -0.3960
H 4.22 -0.69 -1.41 0.0756
H 3.73 1.03 -1.49 0.0648
H 2.68 -0.23 -2.11 0.0540
C 2.89 -1.18 0.92 -0.2534
C 4.16 -1.68 1.53 -0.1036
H 2.04 -1.81 1.27 0.0962
H 4.33 -2.74 1.27 0.0706
H 4.09 -1.64 2.63 0.0784
H 5.01 -1.05 1.20 0.0785
In 1.00 1.08 0.32 0.6184
Cl 2.68 2.13 1.85 0.0668
C -0.17 2.95 2.31 -0.3771
O -0.16 2.77 1.06 -0.1136
N -0.52 4.08 2.88 -0.1485
C -0.89 5.24 2.08 -0.0139
C -0.27 4.28 4.31 -0.0152
H 0.16 2.16 3.00 0.0888
H -1.13 4.90 1.07 0.0930
H -0.07 5.97 2.04 0.1018
H -1.77 5.71 2.54 0.0913
H -0.25 3.30 4.80 0.0950
H -1.08 4.88 4.73 0.0896
H 0.70 4.76 4.49 0.1005
H -4.53 -2.36 -1.57 0.0910
H -5.23 -0.31 -0.25 0.0916
C -3.52 -2.23 -1.16 -0.0505
C -4.22 -0.30 0.18 -0.0446
N -3.29 -0.85 -0.79 -0.1695
H -2.79 -2.53 -1.92 0.0634
C -2.30 -0.11 -1.33 -0.2889
O -1.72 0.86 -0.80 -0.0338
H -3.91 0.72 0.44 0.0909
H -2.01 -0.47 -2.33 0.1117
H -3.41 -2.89 -0.29 0.0927
H -4.22 -0.93 1.08 0.0786
H 1.25 4.54 -3.78 0.1029
H -0.32 3.01 -5.39 0.0992
C 1.78 3.59 -3.63 -0.0048
C 0.27 2.16 -5.02 -0.0256
N 0.85 2.47 -3.71 -0.1589
H 2.26 3.60 -2.65 0.0963
C 0.48 1.82 -2.63 -0.2124
O 0.89 2.18 -1.48 -0.0919
H -0.37 1.29 -4.92 0.0940
H -0.18 0.95 -2.74 0.1347
H 2.53 3.49 -4.42 0.0975
H 1.06 1.95 -5.74 0.0961
F -1.62 -0.26 5.10 0.1211
C -0.67 -0.56 4.18 -0.5867
F 0.43 0.20 4.44 0.1042
F -0.32 -1.86 4.31 0.1212
S -1.31 -0.24 2.46 0.5702
O -2.13 -1.38 2.09 -0.2857
O -1.92 1.07 2.57 -0.2743
O -0.08 -0.27 1.60 -0.3808

***

Record 5
59
Properties=species:S:1:pos:R:3:nbo_charge:R:1 method="wB97M-V/def2-TZVPD" total_charge=0 lumo_ev=0.82 smiles=CC(C)N1CCN(Cc2ccc(OC3CCCC3)cc2)C[C@H]1CCO fmax_ha_per_bohr=0.00951 homo_lumo_gap_ev=9.10 multiplicity=1 energy_ha=-1080.5748 relative_energy_kj_mol=63.63
C -5.98 -0.62 0.64 -0.6374
H -6.74 -1.37 0.82 0.2165
H -6.13 0.20 1.34 0.2043
H -6.11 -0.24 -0.37 0.2078
C -4.59 -1.24 0.82 -0.0425
N -3.46 -0.37 0.45 -0.4888
C -3.44 0.88 1.19 -0.2276
C -2.13 1.62 0.97 -0.2190
N -2.02 1.94 -0.44 -0.4391
C -2.01 0.70 -1.19 -0.2392
H -1.90 0.94 -2.25 0.2015
C -3.32 -0.06 -0.98 -0.0344
C -3.34 -1.30 -1.90 -0.4376
H -4.30 -1.82 -1.81 0.2076
H -3.26 -0.95 -2.93 0.2165
C -2.19 -2.29 -1.65 -0.0590
O -2.09 -2.72 -0.32 -0.7425
H -2.19 -1.93 0.24 0.4888
H -2.36 -3.19 -2.25 0.1785
H -1.24 -1.84 -1.98 0.1493
H -4.14 0.61 -1.31 0.1797
H -1.16 0.06 -0.88 0.1787
C -0.90 2.83 -0.76 -0.2244
C 0.46 2.26 -0.44 -0.0834
C 1.14 1.48 -1.36 -0.1968
C 2.36 0.89 -1.05 -0.2644
C 2.92 1.09 0.21 0.2998
C 2.24 1.88 1.14 -0.2437
C 1.03 2.46 0.81 -0.1944
H 0.53 3.07 1.54 0.2100
H 2.69 2.04 2.10 0.2212
O 4.11 0.58 0.64 -0.4983
C 4.88 -0.24 -0.23 0.0978
H 4.98 0.26 -1.20 0.1771
C 6.25 -0.44 0.44 -0.4212
H 7.03 0.13 -0.06 0.2131
C 6.51 -1.94 0.42 -0.3997
C 5.11 -2.54 0.53 -0.4012
H 5.07 -3.59 0.25 0.2120
C 4.28 -1.66 -0.40 -0.4387
H 3.22 -1.67 -0.14 0.2282
H 4.40 -1.99 -1.43 0.2048
H 4.75 -2.44 1.56 0.2015
H 7.17 -2.26 1.23 0.2133
H 6.96 -2.24 -0.53 0.1941
H 6.17 -0.08 1.46 0.2225
H 2.85 0.29 -1.79 0.2115
H 0.73 1.33 -2.34 0.2071
H -0.97 3.05 -1.83 0.2010
H -1.07 3.75 -0.20 0.2016
H -2.14 2.55 1.54 0.1996
H -1.29 1.00 1.32 0.1763
H -3.55 0.66 2.25 0.2066
H -4.26 1.55 0.87 0.1751
C -4.41 -1.75 2.25 -0.6132
H -3.39 -2.08 2.41 0.2187
H -5.07 -2.60 2.41 0.2151
H -4.66 -0.99 2.99 0.1971
H -4.52 -2.12 0.17 0.2118

***

Record 6
60
Properties=species:S:1:pos:R:3:nbo_charge:R:1 method="wB97M-V/def2-TZVPD" total_charge=0 lumo_ev=0.75 smiles=COc1ccc(CN2CCN(C3CCOCC3)C[C@@H]2CCO)c(C)c1C fmax_ha_per_bohr=0.01046 homo_lumo_gap_ev=9.00 multiplicity=1 energy_ha=-1155.8011 relative_energy_kj_mol=66.52
C 1.90 6.39 -2.26 -0.2482
O 0.71 5.81 -1.77 -0.5067
C 0.53 4.46 -1.93 0.2889
C 1.45 3.62 -2.54 -0.3114
C 1.17 2.27 -2.66 -0.1837
C -0.01 1.73 -2.18 -0.0628
C -0.94 2.57 -1.55 -0.0001
C -0.67 3.93 -1.44 0.0217
C -1.67 4.85 -0.80 -0.6571
H -1.75 4.65 0.27 0.2145
H -1.36 5.88 -0.92 0.2371
H -2.66 4.72 -1.24 0.2143
C -2.22 2.02 -1.01 -0.6600
H -2.45 2.47 -0.04 0.2170
H -2.15 0.95 -0.88 0.2463
H -3.04 2.25 -1.69 0.2154
C -0.27 0.25 -2.38 -0.2221
N -0.39 -0.44 -1.10 -0.4648
C 0.82 -0.42 -0.31 -0.2311
H 1.21 0.60 -0.31 0.2200
H 1.60 -1.09 -0.70 0.1806
C 0.46 -0.82 1.12 -0.2285
N -0.09 -2.17 1.10 -0.4790
C -1.29 -2.18 0.28 -0.2243
H -1.72 -3.18 0.29 0.2052
C -0.98 -1.76 -1.17 -0.0318
C -0.19 -2.80 -2.02 -0.4646
H -0.84 -3.15 -2.82 0.2110
H 0.65 -2.28 -2.49 0.2108
C 0.39 -4.04 -1.33 -0.0567
O 1.48 -3.77 -0.49 -0.7625
H 1.15 -3.16 0.19 0.4905
H -0.40 -4.58 -0.79 0.1430
H 0.77 -4.71 -2.11 0.1817
H -1.96 -1.63 -1.65 0.2018
H -2.04 -1.47 0.67 0.1814
C -0.26 -2.81 2.40 -0.0244
C 1.09 -3.21 3.01 -0.4461
H 1.65 -3.83 2.32 0.2293
H 1.68 -2.32 3.25 0.2033
C 0.84 -3.98 4.31 -0.0607
H 1.78 -4.22 4.81 0.1963
O 0.10 -3.22 5.24 -0.5254
C -1.16 -2.85 4.73 -0.0598
C -1.04 -2.01 3.46 -0.4586
H -0.50 -1.09 3.69 0.2084
H -2.03 -1.75 3.09 0.2125
H -1.65 -2.28 5.52 0.1950
H -1.76 -3.75 4.51 0.1550
H 0.30 -4.92 4.08 0.1565
H -0.82 -3.74 2.20 0.1954
H 1.36 -0.81 1.74 0.2075
H -0.26 -0.09 1.52 0.1776
H -1.21 0.11 -2.92 0.2040
H 0.54 -0.16 -3.00 0.1757
H 1.89 1.63 -3.14 0.2070
H 2.38 4.00 -2.92 0.2167
H 2.78 5.98 -1.77 0.1750
H 1.82 7.45 -2.03 0.1985
H 1.99 6.25 -3.34 0.1755

***

Q: Which value of multiplicity does entry 6 give?
A: 1